1.
14
Properties=species:S:1:pos:R:3:lowdin_charge:R:1 method="wB97M-V/def2-TZVPD" total_charge=+1 relative_energy_ev=3.600 fmax_ev_per_a=4.20 lumo_ev=-3.65 gap_ev=10.458 spin_multiplicity=1
C 1.834 -1.375 1.842 0.09
C -1.116 0.606 -0.592 -0.25
C 1.742 -2.436 1.173 0.06
C -1.919 1.839 -0.796 -0.02
N 2.063 -1.256 0.384 0.08
O 0.085 0.478 -0.599 0.02
H 1.926 -0.764 2.727 0.14
H -1.755 -0.205 -0.491 0.10
H 1.515 -3.534 1.007 0.17
H -2.950 1.509 -0.831 0.08
H -1.916 2.518 -1.614 0.09
H -1.778 2.427 0.073 0.09
H 1.345 -0.800 -0.245 0.11
H 2.950 -0.965 -0.163 0.22

2.
14
Properties=species:S:1:pos:R:3:lowdin_charge:R:1 method="wB97M-V/def2-TZVPD" total_charge=+1 relative_energy_ev=3.666 fmax_ev_per_a=3.57 lumo_ev="-5.15 / -5.15" gap_ev="8.744 / 8.743" spin_multiplicity=1
C 0.706 -0.848 -0.549 -0.01
C -1.212 0.265 -1.407 0.05
C 1.619 0.218 1.750 -0.08
C 1.148 -0.661 0.741 -0.23
N -1.880 0.783 -0.455 0.18
O 0.764 -0.823 2.039 0.09
H 1.454 -0.444 -1.282 0.11
H 0.179 -1.840 -0.736 0.11
H -1.209 -0.763 -1.671 0.09
H -0.731 0.900 -2.095 0.11
H 2.574 0.133 2.254 0.14
H 1.112 1.144 1.680 0.11
H -2.537 0.162 -0.028 0.15
H -1.985 1.774 -0.240 0.17

3.
14
Properties=species:S:1:pos:R:3:lowdin_charge:R:1 method="wB97M-V/def2-TZVPD" total_charge=+1 relative_energy_ev=6.258 fmax_ev_per_a=3.80 lumo_ev="-5.20 / -4.03" gap_ev="7.272 / 9.366" spin_multiplicity=1
C 1.254 -0.539 -0.643 0.04
C 1.519 -0.940 0.648 0.00
C 0.429 0.437 0.001 -0.32
C -1.961 -1.249 0.043 0.10
N 0.104 1.846 -0.126 0.32
O 0.808 0.106 1.275 0.03
H 1.553 -0.623 -1.702 0.13
H 2.091 -1.636 1.224 0.14
H -2.473 -0.344 0.404 0.00
H -1.633 -2.207 0.519 0.04
H -1.632 -1.231 -1.007 -0.01
H -0.836 1.931 0.218 0.18
H 0.020 2.003 -1.122 0.19
H 0.758 2.444 0.267 0.16

4.
14
Properties=species:S:1:pos:R:3:lowdin_charge:R:1 method="wB97M-V/def2-TZVPD" total_charge=+1 relative_energy_ev=0.631 fmax_ev_per_a=1.60 lumo_ev=-5.01 gap_ev=11.659 spin_multiplicity=1
C 3.399 0.022 0.045 0.03
C -0.337 1.416 -0.239 0.20
C 0.230 -0.858 -0.549 -0.01
C -1.797 -0.214 0.666 0.01
N -0.621 0.194 -0.059 -0.20
O 4.505 -0.073 0.226 0.09
H -0.985 2.197 0.130 0.13
H 0.566 1.698 -0.762 0.13
H 0.104 -1.758 0.046 0.11
H -0.036 -1.105 -1.582 0.13
H 1.278 -0.548 -0.528 0.01
H -2.640 0.448 0.469 0.12
H -2.078 -1.231 0.399 0.11
H -1.589 -0.188 1.738 0.13

5.
14
Properties=species:S:1:pos:R:3:lowdin_charge:R:1 method="wB97M-V/def2-TZVPD" total_charge=+1 relative_energy_ev=4.234 fmax_ev_per_a=2.85 lumo_ev="-4.39 / -3.90" gap_ev="6.982 / 8.412" spin_multiplicity=1
C 3.088 -0.011 -0.142 0.06
C 1.871 0.443 0.203 -0.14
C 0.746 -0.412 0.132 -0.11
C -1.620 -0.628 0.019 -0.13
N -2.679 0.450 -0.071 0.16
O -0.461 0.039 0.130 -0.01
H 3.811 0.755 0.028 0.06
H 3.363 -1.061 -0.418 0.10
H 1.900 1.500 0.522 0.13
H 0.838 -1.504 0.203 0.16
H -1.848 -1.669 -0.384 0.16
H -3.519 0.266 -0.778 0.22
H -2.214 1.394 -0.197 0.19
H -3.277 0.438 0.752 0.14

6.
14
Properties=species:S:1:pos:R:3:lowdin_charge:R:1 method="wB97M-V/def2-TZVPD" total_charge=+1 relative_energy_ev=3.772 fmax_ev_per_a=4.78 lumo_ev="-6.42 / -6.42" gap_ev="9.315 / 9.314" spin_multiplicity=1
C -1.150 -0.032 0.787 -0.45
C -0.517 1.225 1.118 0.33
C 1.315 -0.678 0.463 0.04
C -0.279 -0.137 -1.535 -0.01
N -0.017 -0.305 -0.139 -0.07
O -2.164 -0.588 0.799 0.26
H -0.816 2.067 0.542 0.12
H 0.231 1.326 1.872 0.12
H 1.988 -0.013 0.182 0.06
H 1.291 -0.664 1.525 0.10
H 1.538 -1.697 0.130 0.13
H -0.188 0.767 -2.115 0.10
H 0.215 -0.967 -2.113 0.14
H -1.448 -0.305 -1.516 0.15